Entry 1:
14
Properties=species:S:1:pos:R:3 method="wB97M-V/def2-TZVPD" total_energy_ev=-8834.8452 e_above_lowest_kcal_mol=31.31 gap_ev=9.72 smiles=Cc1coc(C)n1
C 2.388 -0.330 0.129
C 0.911 0.007 -0.079
C 0.559 1.260 -0.623
O -0.835 1.202 -0.564
C -1.210 0.030 -0.087
C -2.567 -0.464 0.230
N -0.200 -0.695 0.324
H 2.919 0.344 -0.602
H 2.724 -1.365 -0.220
H 2.683 -0.158 1.239
H 1.143 2.098 -0.659
H -2.854 -1.282 -0.461
H -3.278 0.268 0.164
H -2.384 -0.913 1.210

Entry 2:
14
Properties=species:S:1:pos:R:3 method="wB97M-V/def2-TZVPD" total_energy_ev=-8834.3557 e_above_lowest_kcal_mol=42.60 gap_ev=11.94 smiles=CC[C@@]1(C#N)CO1
C 0.775 0.974 1.232
C 0.618 0.770 -0.279
C -0.483 -0.271 -0.523
C -1.406 -0.015 -1.622
N -2.192 0.157 -2.448
C -0.330 -1.674 -0.115
O -1.142 -0.797 0.631
H -0.194 1.211 1.684
H 1.467 1.787 1.448
H 1.165 0.083 1.738
H 0.362 1.722 -0.772
H 1.557 0.416 -0.728
H -0.858 -2.466 -0.639
H 0.610 -1.953 0.349

Entry 3:
14
Properties=species:S:1:pos:R:3 method="wB97M-V/def2-TZVPD" total_energy_ev=-8830.2137 e_above_lowest_kcal_mol=138.11 gap_ev=8.54
N 2.912 0.477 0.807
C 1.837 0.225 0.228
O 1.145 -0.752 -0.388
C -1.321 -0.539 -1.460
C -1.498 -0.504 0.013
C -0.689 0.688 0.562
C 0.577 0.671 -0.263
H 3.506 -0.346 0.869
H -1.444 -1.572 -1.829
H -1.289 -1.424 0.578
H -2.591 -0.339 0.085
H -0.461 0.609 1.630
H -1.220 1.631 0.393
H 0.536 1.174 -1.225

Entry 4:
14
Properties=species:S:1:pos:R:3 method="wB97M-V/def2-TZVPD" total_energy_ev=-8833.6734 e_above_lowest_kcal_mol=58.33 gap_ev=9.33 smiles="O=C1CN2CC1C2"
O 2.365 0.414 -0.834
C 1.273 0.134 -0.421
C -0.197 0.308 -1.381
N -1.085 0.000 -0.285
C -0.412 -1.178 0.356
C 0.632 -0.194 0.916
C -0.515 0.831 0.825
H -0.327 -0.407 -2.217
H -0.393 1.334 -1.775
H -0.038 -1.959 -0.319
H -1.074 -1.615 1.096
H 1.229 -0.363 1.809
H -1.207 0.830 1.662
H -0.241 1.862 0.572

Entry 5:
14
Properties=species:S:1:pos:R:3 method="wB97M-V/def2-TZVPD" total_energy_ev=-8834.1946 e_above_lowest_kcal_mol=46.31 gap_ev=10.38 smiles="C[C@]12N[C@H]1CC2=O"
C 1.180 1.187 0.985
C 0.255 0.385 0.125
N -0.915 1.041 -0.445
C -1.158 -0.203 0.221
C -0.839 -1.356 -0.741
C 0.619 -0.893 -0.574
O 1.662 -1.494 -0.618
H 1.869 0.550 1.545
H 0.620 1.829 1.668
H 1.774 1.834 0.329
H -0.993 0.974 -1.456
H -1.798 -0.252 1.094
H -1.276 -1.221 -1.736
H -0.999 -2.380 -0.398

Entry 6:
14
Properties=species:S:1:pos:R:3 method="wB97M-V/def2-TZVPD" total_energy_ev=-8834.1023 e_above_lowest_kcal_mol=48.44 gap_ev=8.29 smiles=Cc1coc(N)c1
C 1.070 1.168 -1.463
C 0.651 0.314 -0.341
C 0.842 0.624 0.952
O 0.020 -0.121 1.748
C -0.766 -0.868 0.723
N -2.036 -1.131 1.155
C -0.169 -0.869 -0.488
H 1.903 0.682 -1.961
H 1.358 2.143 -1.061
H 0.255 1.320 -2.183
H 1.575 1.330 1.326
H -2.045 -1.058 2.159
H -2.451 -1.970 0.772
H -0.206 -1.564 -1.338

Repeat the third record exactly.
14
Properties=species:S:1:pos:R:3 method="wB97M-V/def2-TZVPD" total_energy_ev=-8830.2137 e_above_lowest_kcal_mol=138.11 gap_ev=8.54
N 2.912 0.477 0.807
C 1.837 0.225 0.228
O 1.145 -0.752 -0.388
C -1.321 -0.539 -1.460
C -1.498 -0.504 0.013
C -0.689 0.688 0.562
C 0.577 0.671 -0.263
H 3.506 -0.346 0.869
H -1.444 -1.572 -1.829
H -1.289 -1.424 0.578
H -2.591 -0.339 0.085
H -0.461 0.609 1.630
H -1.220 1.631 0.393
H 0.536 1.174 -1.225